Record 1
{"formula": "CH3NOS", "method": "the ωB97M-V functional and the def2-TZVPD basis", "species": ["C", "N", "O", "S", "H", "H", "H"], "coordinates": [[-1.351186, 0.460257, -0.194970], [1.210431, -0.432263, 0.041574], [-2.509441, 0.719917, -0.096722], [-0.400258, -1.041822, -0.073117], [-0.462859, 1.479087, -0.187384], [1.710409, -0.036372, 0.816673], [1.802906, -1.148802, -0.306051]], "atomic_forces_ev_per_a": [[2.81, 3.99, 0.63], [-0.67, 0.07, -1.15], [0.40, -1.21, -0.36], [0.18, 0.30, 0.91], [-2.09, -2.74, -0.27], [-1.06, 0.10, 1.05], [0.42, -0.50, -0.81]], "lumo_energy_ha": 0.01591, "total_charge": 0, "homo_ev": -9.362, "gap_ha": 0.35997, "e_above_lowest_kj_mol": 195.1}



Record 2
{"formula": "CH3NOS", "method": "the ωB97M-V functional and the def2-TZVPD basis", "species": ["C", "H", "H", "H", "N", "O", "S"], "coordinates": [[1.070178, -0.382184, 0.092040], [-2.214729, 0.577667, 0.619366], [-0.074443, 1.358104, -0.540521], [0.781021, -1.301532, 0.533896], [-0.060549, 0.378003, -0.025468], [2.217949, -0.251640, -0.386249], [-1.719427, -0.378417, -0.293064]], "atomic_forces_ev_per_a": [[2.12, -0.42, -2.53], [0.07, -1.38, -0.98], [0.71, -2.92, 1.27], [-0.10, -1.26, 0.97], [-1.62, 2.98, -2.10], [-3.00, 0.83, 1.52], [1.82, 2.17, 1.85]], "lumo_energy_ha": -0.00297, "total_charge": 0, "homo_ev": -9.919, "smiles": "O=CNS", "gap_ha": 0.36154, "e_above_lowest_kj_mol": 161.0}



Record 3
{"formula": "CH3NOS2", "method": "the ωB97M-V functional and the def2-TZVPD basis", "species": ["C", "N", "O", "S", "S", "H", "H", "H"], "coordinates": [[1.521369, -0.184521, -0.271731], [0.270975, -0.814767, 0.605195], [-0.779856, 0.965616, -0.940680], [-2.599648, -1.112679, 0.144594], [-1.073922, 0.106240, 0.191215], [2.403288, -0.821871, -0.263232], [1.421088, 0.875601, -0.689964], [-1.163291, 0.986378, 1.224604]], "atomic_forces_ev_per_a": [[-6.45, -1.56, 4.42], [6.51, 3.06, -4.56], [-0.33, 0.10, -0.08], [1.28, 1.02, 0.17], [-0.77, -0.36, -0.53], [-0.24, 0.18, 0.05], [0.05, -1.98, 0.31], [-0.06, -0.46, 0.22]], "lumo_energy_ha": [-0.07298, -0.07384], "total_charge": 0, "homo_ev": [-9.404, -9.403], "smiles": "C=N[S@@H](=O)=S", "gap_ha": [0.27261, 0.27172], "e_above_lowest_kj_mol": 421.7}



Record 4
{"formula": "CH3NOSi", "method": "the ωB97M-V functional and the def2-TZVPD basis", "species": ["C", "N", "O", "Si", "H", "H", "H"], "coordinates": [[-0.321221, -1.166204, 2.022339], [-0.420235, 1.060206, 0.030573], [-0.998221, -1.982672, 1.654760], [0.548777, 0.417593, -1.098037], [-0.392438, 1.852381, 0.709687], [1.810084, 0.618611, -2.054600], [-0.226745, -0.799915, -1.264722]], "atomic_forces_ev_per_a": [[0.25, 0.20, 0.29], [1.29, 1.07, 0.37], [-0.26, -0.26, -0.18], [-0.85, 0.37, 0.48], [0.25, -0.80, -1.26], [-1.16, 0.09, 1.16], [0.48, -0.68, -0.87]], "lumo_energy_ha": -0.00421, "total_charge": 0, "homo_ev": -9.612, "gap_ha": 0.34903, "e_above_lowest_kj_mol": 269.9}